Molecular formula: H4O2Si2
Method: DFT, wB97M-V/def2-TZVPD

```
8
Properties=species:S:1:pos:R:3:forces:R:3
Si -1.83629 0.28631 -0.11317 1.85 -1.90 -2.64
Si 1.76455 -0.31038 0.21079 0.71 0.52 0.73
O 0.57318 0.17638 -0.53249 -2.46 0.67 -0.71
O -2.15424 -0.08851 1.28384 -0.70 -0.60 2.54
H 2.64590 -1.18715 -0.40375 1.18 -1.42 -0.68
H 2.27603 0.27578 1.40539 0.16 0.24 0.96
H -1.60376 1.55045 -0.60659 -0.11 2.23 -0.64
H -1.66536 -0.70287 -1.24401 -0.63 0.26 0.44
```
Forces are in eV/Å.

Calculated values
Multiplicity: 1
Structure (SMILES): O=[SiH2].O=[SiH2]
Relative energy (zero: lowest compared OMol25 entry of this formula, charge and spin): 440.98 kJ/mol

---

Molecular formula: C19H41N3O16S3
Method: DFT, wB97M-V/def2-TZVPD

```
82
Properties=species:S:1:pos:R:3:forces:R:3
S -6.68711 23.55721 0.51541 -0.53 0.16 1.57
S -10.47122 16.85519 -1.81331 0.37 -0.01 -0.40
S -13.63337 26.13935 -3.88889 0.50 -0.05 -0.69
O -6.59585 21.66240 -7.11968 0.13 -0.12 0.06
O -5.54008 24.53376 0.98698 0.82 -0.19 0.13
O -9.94155 15.38211 -2.11182 -0.16 -0.15 -0.08
O -12.52975 24.67972 0.28710 -0.22 -0.09 -0.04
O -7.57520 24.24293 -0.33546 -0.58 0.58 -0.78
O -6.36125 18.17065 -4.81810 -0.17 -0.03 0.01
O -14.72684 26.05436 -3.02050 -0.84 -0.09 0.77
O -14.05687 25.50375 -5.28743 -0.25 -0.14 0.04
O -12.98034 27.38429 -4.09595 0.23 0.08 -0.16
O -7.35665 23.39387 1.95336 0.06 -0.04 -0.10
O -9.94915 21.89587 -3.60089 -0.31 0.08 -0.40
O -6.17368 22.30348 0.16063 0.74 -0.86 -0.61
O -9.07369 17.36789 -1.26737 -0.23 0.33 0.37
O -10.74842 17.48646 -3.04337 -0.10 0.13 -0.17
O -11.42665 16.84183 -0.76527 -0.07 -0.16 0.25
O -12.56357 25.03035 -3.53284 -0.10 -0.16 0.06
N -10.95786 23.59600 -0.92544 -0.31 -0.67 0.22
N -5.03318 19.93151 -5.27096 -0.71 0.48 0.65
N -5.15140 22.52435 -8.64366 0.09 -0.07 0.24
C -12.07108 24.36344 -4.70704 0.37 -0.46 0.23
C -9.55383 20.51123 -3.40446 -0.08 0.72 0.20
C -5.96986 25.31159 2.11039 -0.62 0.64 -0.30
C -9.12068 15.02355 -1.00568 0.03 -0.52 0.72
C -7.60604 21.78136 -3.47634 0.37 -0.58 -0.96
C -8.78956 22.71577 -3.67262 0.65 0.19 1.37
C -7.30059 23.59830 -8.29500 -0.11 0.71 0.19
C -11.32450 22.27261 -0.45567 0.16 -0.15 -0.08
C -12.92966 24.85961 -5.87770 0.56 0.61 -0.29
C -8.22486 20.63171 -2.69262 0.99 -0.51 0.15
C -6.31230 22.51694 -7.94076 -0.28 0.11 -0.25
C -11.59967 24.71024 -0.49759 0.74 0.28 0.19
C -4.21217 18.11330 -3.81189 -0.03 0.13 -0.11
C -8.37668 16.30084 -0.60020 0.45 0.46 0.04
C -4.13513 21.51413 -8.47714 0.87 -0.12 -0.35
C -4.05651 20.95441 -4.87210 0.56 -1.69 -0.58
C -5.30292 18.74791 -4.64803 0.28 -0.03 -0.01
C -11.06038 26.03845 -1.01910 -0.78 -0.95 0.05
C -6.97982 24.43378 2.86863 -0.01 -0.04 -0.52
H -7.58392 19.74895 -2.76424 -0.27 -0.13 -0.26
H -6.68061 22.21489 -3.09761 -0.30 0.24 0.46
H -5.85812 20.30265 -5.72996 0.15 -0.02 -0.27
H -8.28471 20.81768 -1.61662 -0.45 0.32 -0.08
H -4.49940 21.93420 -4.73570 -0.07 0.02 -0.09
H -7.88791 24.98194 3.10121 0.11 0.07 0.37
H -3.60349 21.37770 -9.42317 -0.26 -0.05 -0.06
H -12.39322 25.60594 -6.46885 0.03 -0.09 -0.02
H -7.34712 16.43488 -0.92875 -0.03 -0.52 -0.20
H -13.27192 24.06920 -6.53693 -0.16 -0.07 0.14
H -3.30672 20.90902 -5.66466 0.16 0.87 0.07
H -8.47925 14.18221 -1.25144 0.05 0.17 -0.42
H -10.07488 23.61201 -1.40345 -0.11 0.58 -0.15
H -8.79468 23.37868 -2.79358 -0.09 0.20 -0.20
H -11.98304 26.56878 -1.24784 0.29 0.47 -0.12
H -9.75752 14.69858 -0.17855 -0.06 0.07 -0.08
H -3.25296 18.60983 -3.93561 0.07 -0.12 0.14
H -8.38141 16.41747 0.48424 -0.27 0.21 -0.06
H -10.52720 26.53256 -0.21195 0.12 0.12 -0.11
H -12.11989 22.32872 0.28066 0.06 0.20 0.06
H -10.46397 25.87880 -1.91400 0.17 0.31 0.05
H -3.51988 20.63292 -3.98138 -0.27 0.26 0.23
H -4.13039 17.07350 -4.12050 0.02 -0.01 -0.02
H -11.00808 24.58648 -4.78613 -0.07 0.23 -0.29
H -4.55142 20.55618 -8.18312 -0.23 0.10 0.11
H -11.66672 21.63917 -1.27624 0.04 0.06 -0.06
H -6.42701 26.21448 1.70201 -0.16 -0.02 0.15
H -6.51979 23.95226 3.72615 -0.19 0.03 0.15
H -3.34589 21.79599 -7.77464 -0.27 0.06 0.26
H -5.13312 25.62480 2.72621 0.28 -0.35 -0.17
H -10.43840 21.81149 -0.01309 -0.13 -0.15 0.10
H -4.51358 18.11970 -2.76467 0.06 0.09 0.03
H -12.13259 23.28702 -4.55578 -0.26 0.05 0.21
H -10.32454 20.01542 -2.82255 -0.11 0.05 -0.07
H -7.65354 24.07959 -7.38148 0.05 -0.15 0.07
H -6.90446 24.39304 -8.92973 0.10 -0.18 -0.09
H -8.18240 23.17928 -8.77660 0.11 -0.21 -0.05
H -8.71015 23.36516 -4.54724 -0.33 -0.35 -0.31
H -7.31058 21.33605 -4.43507 -0.17 0.23 -0.09
H -9.48003 20.06161 -4.39565 0.19 -0.33 0.14
H -4.87041 23.36670 -9.11489 -0.26 -0.01 -0.11
```
Forces are in eV/Å.

Calculated values
Multiplicity: 1

---

Molecular formula: C4H11NO
Method: DFT, wB97M-V/def2-TZVPD

```
17
Properties=species:S:1:pos:R:3:forces:R:3
O 0.72163 2.70686 3.08349 -0.42 0.47 0.07
N 1.40109 0.77758 2.19862 -0.60 -0.05 -1.00
C -0.41361 1.87297 1.12398 -2.28 0.74 -0.94
C 0.58067 1.86139 2.23195 0.52 -0.69 -0.34
C -0.99908 -2.03767 -2.20794 0.48 -1.29 0.29
C 0.24758 -1.28563 -1.73101 -0.59 -0.46 -0.01
H -0.75476 -3.00531 -2.65786 0.16 0.14 -0.14
H 1.21944 -0.00262 1.59425 -0.04 -0.01 0.04
H -1.60664 -2.32050 -1.35874 -0.34 0.18 0.31
H -1.26294 2.51954 1.36598 0.37 0.28 0.28
H -0.08921 2.23408 0.14824 0.68 0.12 0.21
H 0.75218 -1.79610 -0.90539 -0.36 -0.07 0.12
H 1.01766 -1.26420 -2.50317 -0.24 0.75 -0.11
H -0.95021 0.95152 0.87777 0.66 -0.47 0.44
H -1.63260 -1.52096 -2.91174 0.04 0.47 -0.19
H -0.14498 -0.33302 -1.36484 0.85 0.28 -0.24
H 1.91378 0.64206 3.01640 1.09 -0.40 1.21
```
Forces are in eV/Å.

Calculated values
Multiplicity: 1
Structure (SMILES): CC(N)=O.CC
Relative energy (zero: lowest compared OMol25 entry of this formula, charge and spin): 39.81 kJ/mol

---

Molecular formula: C2H10N2O
Method: DFT, wB97M-V/def2-TZVPD

```
15
Properties=species:S:1:pos:R:3:forces:R:3
O 2.30849 -0.52003 -0.67259 0.50 1.72 0.75
N -1.99852 1.83054 -0.10277 -1.29 -0.08 2.61
N -2.03730 -0.57964 -0.17906 -3.38 -0.28 -0.93
C 3.45338 -1.21253 -0.01104 -1.32 1.90 0.16
C -2.45021 0.56432 0.59525 0.39 0.54 -2.01
H 4.42296 -1.14628 -0.60476 -1.28 0.19 0.87
H 3.04105 -2.21166 -0.04537 0.64 -0.45 0.50
H 2.13000 0.41365 -0.31365 0.91 -2.24 -0.68
H -2.53984 -0.45502 -1.10639 1.49 -0.75 1.44
H -2.31752 0.46163 1.67117 1.57 0.52 -0.01
H -1.07776 -0.80341 -0.25452 0.96 0.24 -0.14
H -1.75578 1.76718 -1.06421 -0.16 -0.83 -0.75
H 3.49338 -0.77135 1.05232 0.51 -1.11 -1.58
H -3.50332 0.65202 0.66305 -1.43 -0.49 -0.84
H -1.16901 2.01059 0.37258 1.89 1.13 0.62
```
Forces are in eV/Å.

Calculated values
Multiplicity: 1
Structure (SMILES): NCN.CO
Relative energy (zero: lowest compared OMol25 entry of this formula, charge and spin): 189.26 kJ/mol

---

Ordered energy results: -19913.7184 -90101.7051 -7864.1409 -7261.9616; unit eV.
Ordered E_LUMO results: -1.140 0.293 0.747 0.627; unit eV.
Ordered HOMO-LUMO gap results: 8.543 9.078 10.736 9.274; unit eV.